1.
DFT (ωB97M-V/def2-TZVPD) results for a structure of composition C27H47Br21F3O2PS.

LUMO = -0.19 eV
Total energy = -1532018.0523 eV

The geometry in ORCA input format:
```
! wB97M-V def2-TZVPD RIJCOSX def2/J DEFGRID3
* xyz 0 1
C 1.415 -2.406 3.723
C 1.013 -2.800 2.466
C 0.069 -1.916 1.680
P 0.674 -0.147 1.570
C -0.801 0.559 2.577
C -2.100 0.834 1.785
C -2.510 -0.300 0.831
S -3.694 0.140 -0.468
C 0.409 1.107 0.213
C 0.810 2.488 0.822
C -0.167 3.678 0.765
C -0.953 3.906 -0.521
C -1.698 5.257 -0.374
C -2.872 5.285 0.603
C -4.247 5.031 -0.042
C -5.386 5.240 0.957
C -5.487 4.145 2.034
C -6.700 3.222 1.838
O -7.018 3.060 0.472
C -7.887 1.972 0.216
C 2.313 -0.738 0.679
C 2.142 -1.641 -0.543
O 2.499 -2.984 -0.259
C 3.007 -1.170 -1.743
F 4.228 -0.710 -1.394
F 2.356 -0.244 -2.493
F 3.242 -2.228 -2.589
H 2.473 -2.267 3.947
H 0.696 -2.185 4.512
H 1.376 -3.738 2.055
H -0.227 -2.347 0.720
H -0.869 -1.892 2.252
H 1.534 0.260 2.631
H -0.463 1.514 2.999
H -1.051 -0.037 3.460
H -2.078 1.774 1.231
H -2.930 0.969 2.490
H -2.924 -1.139 1.390
H -1.648 -0.673 0.283
H -2.884 0.746 -1.348
H -0.571 1.090 -0.259
H 1.110 0.952 -0.606
H 1.115 2.380 1.864
H 1.713 2.808 0.293
H 0.460 4.564 0.904
H -0.814 3.634 1.643
H -0.326 3.898 -1.412
H -1.726 3.128 -0.579
H -0.940 5.930 0.043
H -1.993 5.626 -1.357
H -2.948 6.281 1.055
H -2.741 4.592 1.441
H -4.340 5.741 -0.866
H -4.281 4.002 -0.410
H -6.323 5.287 0.398
H -5.277 6.216 1.441
H -5.626 4.613 3.010
H -4.587 3.527 2.065
H -6.492 2.256 2.315
H -7.562 3.659 2.364
H -7.929 1.273 1.056
H -7.571 1.462 -0.693
H -8.905 2.349 0.058
H 2.927 -1.296 1.395
H 2.938 0.115 0.394
H 1.115 -1.579 -0.931
H 1.884 -3.545 -0.742
C 5.967 -4.167 -1.150
Br 7.695 -4.221 -2.006
Br 5.306 -5.938 -0.795
Br 5.995 -3.088 0.436
H 5.283 -3.698 -1.844
C 1.807 6.005 3.903
Br 2.464 4.198 3.814
Br 2.930 7.217 2.919
Br -0.029 6.130 3.339
H 1.843 6.304 4.940
C -3.410 1.846 -4.845
Br -2.852 3.649 -4.509
Br -1.921 0.625 -4.799
Br -4.819 1.281 -3.660
H -3.811 1.825 -5.848
C 9.639 -5.140 1.162
Br 11.391 -4.933 0.391
Br 9.179 -6.993 1.391
Br 9.464 -4.156 2.806
H 8.931 -4.720 0.462
C 6.235 -10.242 -0.781
Br 4.963 -9.179 0.199
Br 7.317 -9.132 -1.915
Br 7.293 -11.331 0.397
H 5.677 -10.912 -1.418
C 2.597 -12.708 -0.400
Br 1.004 -13.776 -0.538
Br 3.843 -13.444 0.864
Br 3.413 -12.433 -2.125
H 2.301 -11.737 -0.030
C -2.404 4.896 -8.827
Br -0.592 4.832 -9.466
Br -3.036 3.146 -8.322
Br -2.614 6.181 -7.411
H -3.022 5.226 -9.649
*
```


2.
DFT (ωB97M-V/def2-TZVPD) results for a structure of composition C27H47Br28Cl2N3O4P.

LUMO = 1.18 eV
Total energy = -2036941.9464 eV

The geometry in ORCA input format:
```
! wB97M-V def2-TZVPD RIJCOSX def2/J DEFGRID3
* xyz -1 1
C 6.740 -1.236 2.346
C 6.258 0.100 1.759
C 5.385 -0.093 0.497
C 3.888 0.181 0.717
C 3.299 0.934 -0.470
C 1.937 1.567 -0.188
P 0.411 0.451 -0.279
C -0.631 1.948 0.358
C -2.129 1.952 0.065
N -2.878 1.480 1.250
C 0.051 0.825 -2.101
N 1.234 1.010 -2.963
C 1.237 0.146 -4.157
O 1.453 -1.021 -0.630
N 1.150 -1.712 -1.726
O 1.964 -2.551 -1.985
O -0.956 -0.652 -0.337
C -1.185 -1.390 0.810
C -1.345 -2.872 0.451
Br -2.770 -3.738 1.494
C -0.096 -3.745 0.417
C -0.166 -4.840 -0.649
C -0.254 -0.877 1.958
C 0.475 -1.851 2.870
Cl 1.709 -0.880 3.787
C -0.360 -2.596 3.918
C 0.562 -3.303 4.930
Cl -1.383 -1.473 4.883
O 0.667 0.013 1.400
H 7.687 -1.084 2.849
H 6.909 -1.927 1.532
H 6.009 -1.659 3.020
H 7.126 0.693 1.500
H 5.669 0.648 2.483
H 5.770 0.570 -0.270
H 5.500 -1.092 0.096
H 3.375 -0.762 0.835
H 3.746 0.787 1.601
H 3.307 0.328 -1.367
H 4.000 1.749 -0.663
H 1.815 2.399 -0.876
H 1.950 2.004 0.801
H -0.234 2.870 -0.060
H -0.478 2.029 1.424
H -2.393 1.404 -0.829
H -2.395 2.991 -0.126
H -3.870 1.669 1.160
H -2.567 2.057 2.024
H -0.644 0.113 -2.520
H -0.479 1.776 -2.088
H 1.191 1.954 -3.322
H 1.743 0.648 -4.970
H 0.244 -0.183 -4.452
H 1.834 -0.736 -3.951
H -2.182 -1.096 1.143
H -1.752 -2.871 -0.546
H -0.055 -4.266 1.371
H 0.806 -3.160 0.358
H -0.327 -5.804 -0.183
H -0.999 -4.689 -1.326
H 0.753 -4.915 -1.215
H -0.902 -0.248 2.568
H 1.055 -2.586 2.334
H -0.965 -3.381 3.492
H 0.804 -2.677 5.769
H 1.439 -3.684 4.420
H 0.007 -4.163 5.297
C 2.240 -6.177 2.682
Br 3.215 -7.108 4.060
Br 3.023 -4.467 2.290
Br 2.043 -7.251 1.095
H 1.246 -5.993 3.067
C -1.459 4.568 -2.748
Br -1.997 5.612 -4.279
Br 0.434 4.209 -2.760
Br -2.010 5.389 -1.100
H -1.968 3.616 -2.815
C 5.559 2.955 -3.557
Br 3.751 2.304 -3.424
Br 5.927 4.326 -2.250
Br 6.833 1.513 -3.445
H 5.679 3.407 -4.531
C -5.039 -1.693 -1.253
Br -5.397 -0.841 0.437
Br -6.566 -1.596 -2.438
Br -3.459 -0.977 -2.076
H -4.856 -2.738 -1.047
C 7.363 3.344 -7.587
Br 5.553 2.699 -7.450
Br 7.732 4.710 -6.278
Br 8.640 1.906 -7.492
H 7.466 3.800 -8.559
C -5.529 -4.916 4.819
Br -3.895 -3.934 5.061
Br -7.003 -4.137 5.792
Br -5.930 -5.118 2.951
H -5.375 -5.905 5.222
C -9.010 -0.858 1.173
Br -10.368 -1.732 0.121
Br -9.528 0.933 1.651
Br -8.529 -1.896 2.720
H -8.128 -0.780 0.552
C -8.849 3.205 -2.008
Br -10.708 2.708 -1.924
Br -8.401 4.517 -0.669
Br -7.705 1.659 -1.898
H -8.685 3.664 -2.971
C -0.651 9.193 1.070
Br -1.114 9.543 -0.767
Br -2.087 8.326 2.018
Br 0.991 8.199 1.211
H -0.490 10.149 1.545
*
```


3.
DFT (ωB97M-V/def2-TZVPD) results for the ion C27H47Br2Cl2N4O4 with charge +1.

SMILES = CC(=O)OCCCCCCC1=[N+](CN)[C@H](/C(Cl)=C(/C)Cl)[C@](CN)([C@@H](Br)[C@@H](C)Br)[C@]1(O)CCCCN(C)C(C)=O
LUMO = -2.95 eV
Total energy = -208035.3725 eV

The geometry in ORCA input format:
```
! wB97M-V def2-TZVPD RIJCOSX def2/J DEFGRID3
* xyz 1 1
C 1.828 4.903 3.455
C 1.572 4.693 4.920
O 1.298 5.576 5.667
O 1.712 3.418 5.381
C 0.918 2.434 4.721
C 0.973 1.136 5.522
C 1.133 -0.089 4.618
C -0.134 -0.391 3.791
C 0.052 -0.212 2.279
C -0.835 -1.193 1.462
C -1.286 -0.574 0.206
N -2.318 0.185 0.130
C -3.221 0.561 1.209
N -2.847 1.820 1.853
C -2.602 0.704 -1.232
C -3.935 0.192 -1.677
Cl -4.110 -1.520 -1.792
C -5.013 0.948 -1.907
C -6.348 0.424 -2.330
Cl -4.937 2.655 -1.715
C -1.232 0.415 -2.017
C -0.504 1.763 -1.806
N 0.851 1.861 -2.353
C -1.551 0.091 -3.497
Br -2.735 1.474 -4.220
C -0.456 -0.093 -4.603
C -0.070 1.131 -5.438
Br 1.199 -0.930 -4.029
C -0.565 -0.725 -1.108
O 0.760 -0.446 -0.721
C -0.793 -2.235 -1.485
C 0.183 -3.265 -0.859
C 1.218 -3.990 -1.747
C 2.627 -3.877 -1.175
N 3.222 -2.526 -1.263
C 4.192 -2.436 -2.367
C 3.650 -2.060 -0.009
C 5.061 -1.591 0.211
O 2.876 -2.085 0.929
H 0.864 5.045 2.967
H 2.303 4.039 3.001
H 2.437 5.790 3.325
H -0.109 2.791 4.619
H 1.310 2.254 3.714
H 1.768 1.193 6.259
H 0.029 1.021 6.054
H 1.340 -0.945 5.257
H 1.989 0.065 3.963
H -0.953 0.239 4.143
H -0.424 -1.427 3.965
H -0.130 0.818 1.971
H 1.088 -0.425 2.024
H -1.690 -1.530 2.048
H -0.222 -2.060 1.261
H -3.254 -0.235 1.946
H -4.214 0.667 0.781
H -2.130 2.307 1.333
H -2.516 1.661 2.794
H -2.694 1.780 -1.110
H -6.701 -0.294 -1.591
H -6.250 -0.100 -3.280
H -7.069 1.226 -2.409
H -0.483 1.942 -0.726
H -1.118 2.542 -2.249
H 1.006 2.803 -2.691
H 1.522 1.745 -1.604
H -2.173 -0.796 -3.507
H -0.890 -0.810 -5.295
H 0.895 0.934 -5.898
H -0.778 1.277 -6.246
H 0.045 2.023 -4.837
H 1.331 -0.514 -1.501
H -0.856 -2.387 -2.558
H -1.782 -2.483 -1.105
H -0.452 -4.047 -0.443
H 0.732 -2.839 -0.027
H 0.992 -5.057 -1.742
H 1.167 -3.679 -2.784
H 3.291 -4.609 -1.638
H 2.559 -4.145 -0.122
H 3.682 -2.674 -3.295
H 4.612 -1.440 -2.430
H 5.014 -3.145 -2.243
H 5.570 -1.198 -0.659
H 5.621 -2.421 0.638
H 5.021 -0.811 0.967
*
```